[1]
An isolated ion of composition C12H23IN2O3PS and charge +1 in a non-equilibrium geometry. Source: OMol25; level of theory: wB97M-V/def2-TZVPD.

Each line ends with the natural charge from an NBO analysis.
Atoms and positions in Å:
C (-2.08649, 3.56505, 3.35112)  -0.122
C (-1.44376, 2.95742, 2.54949)  -0.085
C (-0.61774, 2.34852, 1.51346)  0.014
C (-0.66875, 0.83819, 1.73949)  -0.236
N (-0.07921, 0.00696, 0.60977)  -0.300
C (-1.07949, -1.08774, 0.30583)  -0.237
C (-2.36388, -0.64676, -0.37953)  -0.468
C (-3.47026, -1.65355, -0.12547)  -0.496
I (-3.06071, -3.51781, -1.11705)  0.100
C (1.10718, -0.69737, 1.21370)  0.122
O (1.71275, -1.42674, 0.21841)  -0.549
C (2.99079, -1.92898, 0.65230)  -0.063
C (3.60397, -2.74478, -0.47935)  -0.634
C (0.32143, 0.83341, -0.56868)  -0.263
S (2.01555, 1.53403, -0.26161)  0.003
P (0.43125, -0.29103, -2.20723)  1.308
N (-0.24259, 0.63932, -3.46599)  -1.150
O (1.99631, -0.25210, -2.62566)  -0.959
C (-0.62306, 2.00565, -0.85916)  -0.122
O (-1.08499, 2.75255, 0.25432)  -0.498
H (-2.74660, 4.10670, 3.98954)  0.253
H (0.40283, 2.70601, 1.68397)  0.222
H (-1.69708, 0.55015, 1.92421)  0.241
H (-0.12811, 0.64461, 2.66044)  0.244
H (-1.35266, -1.53860, 1.25682)  0.226
H (-0.62074, -1.88003, -0.27441)  0.282
H (-2.23298, -0.48056, -1.44549)  0.218
H (-2.70488, 0.30966, 0.02959)  0.224
H (-3.55230, -1.86703, 0.93381)  0.222
H (-4.41348, -1.31345, -0.52881)  0.245
H (0.70944, -1.36618, 1.98571)  0.198
H (1.75459, 0.01497, 1.72999)  0.207
H (3.63666, -1.09216, 0.92450)  0.183
H (2.83637, -2.51847, 1.55913)  0.179
H (3.68417, -3.78714, -0.19520)  0.226
H (4.58226, -2.35006, -0.72622)  0.227
H (2.95805, -2.64965, -1.34673)  0.238
H (2.15184, 2.21182, -1.40612)  0.141
H (0.06131, 1.60914, -3.52304)  0.374
H (-1.25353, 0.61286, -3.41530)  0.399
H (2.14931, 0.48712, -3.23390)  0.491
H (-1.50613, 1.66748, -1.39750)  0.193
H (-0.07666, 2.68857, -1.50318)  0.204

As for the structure (SMILES): C#C[C@H]1C[N@+](CCCI)(COCC)[C@@](S)(P(N)O)CO1. For the HOMO energy, the calculation gives -11.98 eV. The calculation puts the frontier orbital gap at 9.542 eV. As for the net charge: +1.

***

[2]
C12H23N2O2P2Tm as an isolated structure in a non-equilibrium geometry. Source: OMol25; level of theory: wB97M-V/def2-TZVPD.

Each line ends with the Mulliken spin population.
Atoms and positions in Å:
Tm (0.38233, 1.08914, -0.55787)  2.037
P (2.26825, -0.71832, 0.30024)  -0.007
C (2.28092, -0.75826, -1.51893)  -0.006
C (1.09263, -1.30090, -2.24195)  0.000
N (-0.09907, -0.72461, -1.87359)  -0.006
C (-1.26364, -1.22010, -2.35420)  0.001
C (-1.28662, -2.27606, -3.27473)  0.000
C (-0.04680, -2.82072, -3.69751)  0.000
C (1.14481, -2.31371, -3.18356)  0.000
C (-2.57566, -0.61484, -1.84598)  -0.001
P (-2.31247, 0.99628, -0.95707)  -0.005
H (2.13162, -2.71038, -3.43860)  0.000
H (-2.24810, -2.64436, -3.64614)  0.000
H (-0.03289, -3.61614, -4.41231)  0.000
H (-3.27303, -0.44454, -2.69174)  0.000
H (-3.06086, -1.30565, -1.12647)  0.000
H (2.29850, 0.69985, -1.90046)  -0.001
H (3.28266, -1.05537, -1.94627)  0.000
H (0.57983, 3.74728, -1.66544)  0.000
O (1.86123, 1.71940, -1.93183)  -0.003
H (2.12486, 2.34877, -2.67785)  0.000
H (-0.16684, 2.59996, 0.38490)  -0.001
O (-0.22434, 4.13683, -1.32109)  0.000
H (0.02730, 4.73512, -0.52984)  0.000
C (-2.86478, 2.16023, -2.24809)  0.000
H (-3.93423, 2.00284, -2.44797)  0.000
H (-2.68693, 3.18641, -1.90579)  0.000
H (-2.28719, 1.99686, -3.16791)  0.000
C (-3.68918, 1.00807, 0.22464)  0.000
H (-3.43775, 1.72173, 1.01934)  0.000
H (-4.62253, 1.31592, -0.26695)  0.000
H (-3.80924, 0.01121, 0.67018)  0.000
C (2.10334, -2.50123, 0.68068)  -0.001
H (3.04606, -3.00672, 0.41337)  0.000
H (1.90443, -2.57599, 1.76212)  0.000
H (1.25827, -2.91775, 0.11155)  0.000
C (4.01401, -0.35169, 0.71827)  0.000
H (4.05146, -0.16071, 1.80164)  0.000
H (4.63734, -1.21961, 0.45696)  0.000
H (4.34487, 0.54615, 0.17738)  0.000
N (-0.44588, 2.24175, 2.59184)  -0.001
C (-0.24778, 2.29456, 1.45923)  -0.005

Its expectation value of S² is 2.00. For the HOMO energy (spin up / spin down), the calculation gives -14.37 / -14.37 eV. The calculation puts the frontier orbital gap (spin up / spin down) at 6.583 / 6.650 eV. The calculation puts the energy above the lowest of the compared OMol25 structures with the same formula, charge and spin at 3.6612 eV. As for the net charge: +2. The spin multiplicity is 3.

***

[3]
One molecule with the formula C12H23N3O3. Source: OMol25; level of theory: wB97M-V/def2-TZVPD.

Each line ends with the natural charge from an NBO analysis.
Atoms and positions in Å:
C (-2.96196, -1.99233, 1.16192)  -0.603
C (-2.19127, -1.28319, 0.04929)  -0.221
N (-2.40261, 0.15360, 0.11321)  -0.471
C (-3.43140, 0.64993, -0.77510)  -0.197
C (-3.04087, 0.74365, -2.25647)  -0.635
C (-1.21902, 0.97666, 0.19693)  -0.238
C (-0.69843, 1.08254, 1.65103)  0.081
O (-0.22949, 2.37319, 1.94193)  -0.734
C (0.35205, 0.01739, 2.02494)  -0.261
N (1.36815, -0.21422, 1.01410)  -0.475
C (1.63980, -1.51618, 0.54617)  0.800
O (1.06203, -2.51040, 0.89562)  -0.613
N (2.64213, -1.40054, -0.34946)  -0.623
C (3.10518, -0.04401, -0.52352)  0.023
C (2.88941, 0.45477, -1.95338)  -0.604
C (4.56054, 0.12743, -0.08626)  -0.604
C (2.17856, 0.70740, 0.43516)  0.715
O (2.17283, 1.90252, 0.62056)  -0.615
H (-2.76865, -3.06124, 1.12634)  0.206
H (-4.03003, -1.82320, 1.05242)  0.202
H (-2.65433, -1.61145, 2.13174)  0.201
H (-1.12979, -1.51111, 0.15422)  0.199
H (-2.51390, -1.68737, -0.91939)  0.176
H (-3.72620, 1.64182, -0.41971)  0.193
H (-4.29595, -0.00993, -0.67122)  0.192
H (-2.22044, 1.44408, -2.39457)  0.202
H (-2.73288, -0.22748, -2.63823)  0.200
H (-3.89013, 1.08804, -2.84076)  0.212
H (-1.48911, 1.99374, -0.09568)  0.221
H (-0.41411, 0.63730, -0.47691)  0.159
H (-1.55978, 0.93830, 2.31300)  0.197
H (0.62127, 2.50456, 1.48614)  0.490
H (-0.12207, -0.95165, 2.19166)  0.247
H (0.84022, 0.34241, 2.95020)  0.222
H (3.04120, -2.19404, -0.81960)  0.420
H (3.07160, 1.52534, -1.99162)  0.233
H (1.86699, 0.26228, -2.27177)  0.221
H (3.57057, -0.04806, -2.63565)  0.214
H (4.70798, -0.28765, 0.90836)  0.221
H (5.22554, -0.37845, -0.78223)  0.214
H (4.80639, 1.18557, -0.06342)  0.233

As for the structure (SMILES): CCN(CC)C[C@H](O)CN1C(=O)NC(C)(C)C1=O. For the HOMO energy, the calculation gives -8.04 eV. The calculation puts the frontier orbital gap at 8.629 eV. The calculation puts the energy above the lowest of the compared OMol25 structures with the same formula, charge and spin at 0.2271 eV.

***

[4]
A 2-piece molecular cluster, C12H23N4O2SSi2 overall in a non-equilibrium geometry. Source: OMol25; level of theory: wB97M-V/def2-TZVPD.

Each line ends with the natural charge from an NBO analysis.
Atoms and positions in Å:
N (1.92898, -2.29529, -1.54522)  -0.280
C (1.22816, -2.71125, -2.56028)  0.247
C (0.56580, -3.09694, -4.01286)  -0.494
C (0.46805, -1.73458, -4.93636)  0.051
C (-0.13657, -2.22988, -6.41512)  0.246
N (-0.41232, -2.57842, -7.65533)  -0.322
C (-0.56420, -0.59825, -4.36137)  -0.146
O (-1.80408, -1.33518, -3.94661)  -0.279
O (-1.77817, -1.36216, -2.62028)  -0.435
N (1.88776, -1.25762, -5.16069)  -0.494
C (1.95667, 0.13550, -5.15754)  0.273
S (2.12683, 1.73131, -4.49962)  0.101
H (1.22233, -3.86878, -4.63907)  0.275
H (-0.49524, -3.62501, -3.88835)  0.294
H (-0.20242, -0.03531, -3.40015)  0.264
H (-0.87735, 0.09655, -5.25206)  0.224
H (-2.30408, -0.59045, -2.24804)  0.472
C (-0.74711, 4.16146, 2.38991)  -1.115
Si (-0.09977, 2.46118, 2.90751)  1.816
C (-0.55318, 2.23037, 4.71124)  -1.140
C (1.76880, 2.51913, 2.75943)  -1.139
N (-0.82234, 1.26111, 1.87142)  -1.724
Si (-0.45025, -0.42992, 2.06407)  1.816
C (-0.95402, -1.10038, 3.74144)  -1.140
C (1.36488, -0.81028, 1.78549)  -1.139
C (-1.42264, -1.40529, 0.76744)  -1.114
H (-0.31008, 4.93821, 3.02617)  0.198
H (-0.47978, 4.37887, 1.35204)  0.220
H (-1.83540, 4.20924, 2.49019)  0.222
H (-0.27167, 3.11800, 5.28867)  0.204
H (-0.03470, 1.37716, 5.15422)  0.218
H (-1.63222, 2.08315, 4.82924)  0.228
H (2.07866, 2.55183, 1.71107)  0.227
H (2.24101, 1.66063, 3.23957)  0.219
H (2.15667, 3.42044, 3.25094)  0.203
H (-0.28813, -0.75027, 4.53322)  0.218
H (-0.91022, -2.19379, 3.73873)  0.205
H (-1.97842, -0.80561, 3.98881)  0.227
H (1.72450, -0.34499, 0.86286)  0.233
H (1.51408, -1.89096, 1.69803)  0.210
H (1.98281, -0.46332, 2.61657)  0.215
H (-1.15005, -1.08553, -0.24234)  0.212
H (-2.49866, -1.26301, 0.90224)  0.218
H (-1.20291, -2.47168, 0.86074)  0.205

For the HOMO energy, the calculation gives -3.14 eV. The calculation puts the frontier orbital gap at 3.523 eV. As for the net charge: -1.

***

[5]
A 5-piece molecular cluster, C12H23N5O2 overall in a non-equilibrium geometry. Source: OMol25; level of theory: wB97M-V/def2-TZVPD.

Each line ends with the natural charge from an NBO analysis.
Atoms and positions in Å:
C (-0.65172, 4.41272, -1.17940)  -0.396
N (-0.25611, 3.59096, -0.01613)  -0.420
C (-1.28294, 3.05627, 0.76546)  -0.420
C (0.99866, 3.17053, 0.12437)  0.535
O (1.42193, 2.32452, 0.91469)  -0.645
H (0.28814, 4.78674, -1.56980)  0.206
H (-1.22629, 5.26490, -0.80399)  0.200
H (-1.11639, 3.81722, -1.91905)  0.203
H (-0.95249, 2.36214, 1.48765)  0.254
H (-1.78914, 3.86124, 1.30103)  0.187
H (-2.07652, 2.63679, 0.13440)  0.189
H (1.72949, 3.60376, -0.60458)  0.104
C (2.10127, -1.24834, -5.31210)  -0.401
N (1.30135, -0.85012, -4.14864)  -0.429
C (0.56245, -1.85601, -3.47907)  -0.417
C (1.25208, 0.42566, -3.74935)  0.549
O (0.65171, 0.92807, -2.82662)  -0.630
H (1.50233, -1.74702, -6.05304)  0.201
H (2.83669, -2.03532, -5.01002)  0.196
H (2.69200, -0.44483, -5.69237)  0.218
H (1.14536, -2.39127, -2.74639)  0.197
H (-0.28427, -1.43114, -2.96344)  0.228
H (0.18172, -2.60098, -4.22132)  0.201
H (1.91814, 1.03394, -4.42707)  0.092
C (1.64169, -1.37301, 5.32786)  -0.737
C (0.51514, -1.90833, 6.08953)  0.297
N (-0.32899, -2.35173, 6.70821)  -0.341
H (1.26404, -0.89928, 4.42496)  0.274
H (2.34940, -2.13306, 4.94725)  0.251
H (2.29610, -0.69645, 5.87423)  0.257
C (-2.44636, -3.04982, 3.17757)  -0.720
C (-3.33741, -2.28810, 2.26230)  0.300
N (-3.97658, -1.64052, 1.56923)  -0.351
H (-1.48401, -2.48340, 3.19757)  0.267
H (-2.35440, -4.05709, 2.84457)  0.242
H (-2.78569, -3.10955, 4.18820)  0.261
C (-0.29212, -0.95327, -0.25568)  -0.723
C (-0.47353, -0.41649, 1.10815)  0.329
N (-0.62938, -0.03259, 2.19031)  -0.379
H (-1.10428, -0.61442, -0.87066)  0.258
H (-0.45193, -2.02373, -0.12150)  0.243
H (0.65086, -0.63957, -0.66731)  0.271

As for the structure (SMILES): CN(C)C=O.CN(C)C=O.CC#N.CC#N.CC#N. For the HOMO energy, the calculation gives -8.99 eV. The calculation puts the frontier orbital gap at 9.442 eV. The calculation puts the energy above the lowest of the compared OMol25 structures with the same formula, charge and spin at 0.0000 eV.

***

[6]
One molecule with the formula C12H23P in a non-equilibrium geometry. Source: OMol25; level of theory: wB97M-V/def2-TZVPD.

Each line ends with the natural charge from an NBO analysis.
Atoms and positions in Å:
C (-2.43675, 3.26334, 1.77132)  -0.396
C (-1.36559, 2.63652, 2.78058)  -0.401
C (-0.30787, 1.72615, 2.15997)  -0.400
C (-0.69359, 0.93156, 0.86460)  -0.452
P (0.84659, 0.69175, -0.12398)  0.407
C (1.05220, -0.65204, -1.25162)  -0.500
C (0.22473, -1.79019, -0.69125)  -0.395
C (0.45929, -3.14479, -1.42486)  -0.403
C (1.97378, -3.53232, -1.70959)  -0.408
C (2.66707, -2.39388, -2.24423)  -0.408
C (2.53102, -1.02526, -1.37079)  -0.396
C (-1.71901, 1.52333, 0.03456)  -0.436
C (-2.83432, 2.07928, 0.94967)  -0.400
H (-1.94002, 4.00997, 1.16125)  0.194
H (-3.35817, 3.69332, 2.20460)  0.210
H (-1.87301, 2.07847, 3.56009)  0.193
H (-0.81818, 3.44106, 3.28775)  0.203
H (0.04596, 1.07150, 2.97461)  0.223
H (0.51169, 2.41571, 1.90490)  0.195
H (-1.00451, -0.11239, 1.29128)  0.236
H (1.71399, 1.62911, -0.03913)  0.011
H (0.60050, -0.43885, -2.16346)  0.213
H (-0.77335, -1.39401, -0.83150)  0.208
H (0.41004, -2.03113, 0.40943)  0.206
H (-0.19522, -3.15753, -2.32123)  0.202
H (0.19156, -3.86251, -0.70214)  0.211
H (2.54766, -3.95661, -0.85254)  0.200
H (1.91939, -4.38186, -2.44706)  0.211
H (3.75528, -2.53170, -2.38411)  0.209
H (2.31747, -2.38873, -3.35362)  0.198
H (3.10857, -0.21825, -1.87442)  0.216
H (2.94076, -1.16744, -0.30827)  0.219
H (-1.32788, 2.29682, -0.59836)  0.214
H (-2.22806, 0.80151, -0.60631)  0.213
H (-3.35809, 1.30061, 1.61258)  0.198
H (-3.58391, 2.58946, 0.33127)  0.204

As for the structure (SMILES): C1CCC(PC2CCCCC2)CC1. For the HOMO energy, the calculation gives -6.71 eV. The calculation puts the frontier orbital gap at 7.722 eV. The calculation puts the energy above the lowest of the compared OMol25 structures with the same formula, charge and spin at 0.4102 eV.

***

| no. | energy (hartree) |
| --- | --- |
| 1 | -1843.1644 |
| 2 | -2498.3453 |
| 3 | -861.0894 |
| 4 | -1817.4764 |
| 5 | -895.2531 |
| 6 | -812.2548 |